DFT (the ωB97M-V functional and the def2-TZVPD basis) results for 6 unconnected molecules or ions with the total composition C34H33N2O14P at a distorted geometry.

XYZ file:
```
84
Properties=species:S:1:pos:R:3:lowdin_charge:R:1
N 6.06261 5.37074 2.85956 -0.004
C 6.59826 4.23120 2.11903 -0.271
C 5.50583 3.20708 1.61567 -0.183
C 4.60013 2.63472 2.74467 -0.149
C 3.04885 2.56230 2.47291 -0.209
O 2.56611 3.15364 1.24259 -0.213
P 2.19792 4.76868 1.33898 0.561
O 1.14106 5.04501 0.29271 -0.288
O 3.49553 5.75936 0.97454 -0.139
O 1.58217 5.22731 2.82489 -0.232
N 2.55499 5.72093 3.74184 0.018
H 5.91146 6.17699 2.27710 0.057
H 5.24967 5.13867 3.40678 0.016
H 7.42570 3.73279 2.65806 0.104
H 7.04066 4.64629 1.18675 0.112
H 4.98380 3.69345 0.77850 0.078
H 6.07453 2.35820 1.17828 0.111
H 4.75009 3.15021 3.72097 0.101
H 4.93657 1.59365 2.92811 0.114
H 2.77634 1.48635 2.42455 0.089
H 2.52309 2.94805 3.37592 0.115
H 3.74641 5.46004 0.09262 0.075
H 3.00637 6.56003 3.38331 0.087
H 3.25390 4.99416 3.88108 0.045
C 1.57524 0.62118 -0.51200 0.028
C 0.76128 0.43585 -1.54932 0.030
C -0.02794 -0.80738 -1.69001 -0.354
O -0.76981 -0.98007 -2.63715 0.084
C 0.11841 -1.83628 -0.63718 0.037
C 0.93088 -1.64937 0.40020 0.034
C 1.72004 -0.40768 0.54243 -0.357
O 2.46310 -0.24190 1.49276 0.083
H 2.16103 1.52280 -0.39127 0.109
H 0.64055 1.17725 -2.32952 0.128
H -0.46466 -2.73743 -0.75812 0.095
H 1.05196 -2.39072 1.18043 0.117
C 0.00365 -2.99321 -7.41590 0.017
C -0.50977 -2.21663 -8.36832 0.018
C -1.22116 -0.96176 -8.03469 -0.393
O -1.69026 -0.25568 -8.90387 0.101
C -1.33885 -0.60248 -6.60426 0.025
C -0.82578 -1.37855 -5.64924 0.027
C -0.11443 -2.63306 -5.98439 -0.382
O 0.35708 -3.34196 -5.11822 0.103
H 0.52660 -3.91440 -7.64032 0.120
H -0.43271 -2.46304 -9.41976 0.120
H -1.86184 0.31880 -6.38080 0.122
H -0.90320 -1.13123 -4.59458 0.081
C 0.49600 -7.14861 1.85461 0.028
C -0.01158 -6.36571 0.90409 0.031
C -0.71318 -5.10866 1.24210 -0.367
O -1.17883 -4.39345 0.37442 0.058
C -0.82997 -4.75063 2.67257 0.025
C -0.32261 -5.53289 3.62359 0.030
C 0.38010 -6.79184 3.28683 -0.385
O 0.84395 -7.50341 4.15146 0.117
H 1.01216 -8.07266 1.62810 0.125
H 0.06373 -6.60928 -0.14813 0.126
H -1.34673 -3.82588 2.89843 0.126
H -0.39858 -5.28842 4.67534 0.125
C -2.16398 3.88598 -0.65164 0.033
C -1.42177 2.99866 0.00802 0.016
C -2.04242 1.86604 0.73028 -0.376
O -1.36482 1.05389 1.33504 0.088
C -3.51896 1.75727 0.69276 0.014
C -4.26081 2.64478 0.03385 0.027
C -3.63934 3.77650 -0.69041 -0.383
O -4.31552 4.58454 -1.29299 0.107
H -1.72665 4.72095 -1.18410 0.125
H -0.34133 3.06704 0.04694 0.090
H -3.95629 0.92404 1.22605 0.104
H -5.34072 2.58029 -0.00326 0.121
C -4.30370 -3.35646 0.61786 0.031
C -4.48831 -2.09752 0.22760 0.031
C -5.78495 -1.41679 0.42160 -0.383
O -5.94679 -0.26808 0.06368 0.096
C -6.87298 -2.18584 1.06733 0.024
C -6.68949 -3.44651 1.45820 0.023
C -5.38871 -4.12781 1.26380 -0.383
O -5.21840 -5.27516 1.62205 0.107
H -3.36002 -3.86684 0.48116 0.092
H -3.70444 -1.51857 -0.24575 0.122
H -7.81506 -1.66957 1.20151 0.122
H -7.47242 -4.02533 1.93162 0.122
```

Values from the calculation:
energy: -76721.532 eV
M: 724.612 g mol⁻¹
HOMO-LUMO gap: 7.57 eV
highest occupied orbital energy: -9.51 eV

***

DFT (the ωB97M-V functional and the def2-TZVPD basis) results for 8 unconnected molecules or ions with the total composition C20H31Cl4F3O18 at a distorted geometry.

XYZ file:
```
76
Properties=species:S:1:pos:R:3:lowdin_charge:R:1
C 1.89550 -1.95526 -5.19936 -0.027
O 0.90114 -2.49543 -6.09335 0.008
C -0.37896 -2.49139 -5.80548 -0.593
O -1.12106 -3.29485 -6.40105 0.094
O -0.61903 -1.67132 -4.78441 -0.012
C -1.86495 -1.81810 -4.13647 -0.045
H 2.89152 -2.09092 -5.62083 0.091
H 1.92867 -2.60650 -4.32593 0.097
H 1.79660 -0.89252 -4.97827 0.096
H -1.81893 -1.40993 -3.12682 0.098
H -2.17298 -2.86366 -4.13247 0.097
H -2.70868 -1.34409 -4.63800 0.096
C 1.59654 9.09646 2.86909 -0.035
O 0.40065 9.58443 3.51978 0.009
C 0.18351 9.40919 4.80766 -0.608
O 1.03533 8.87152 5.49864 0.106
O -0.95168 10.02347 5.14887 0.005
C -1.54597 9.66295 6.40115 -0.036
H 2.56175 9.34597 3.30979 0.095
H 1.65794 9.48475 1.85245 0.087
H 1.61031 8.03538 2.62005 0.092
H -2.41001 10.28102 6.64514 0.091
H -0.87658 9.79043 7.25190 0.095
H -1.90368 8.63895 6.29362 0.098
C 2.20448 -8.17254 -3.82066 -0.062
O 3.42160 -8.72165 -4.27375 -0.019
C 3.39193 -9.60273 -5.31903 -0.533
O 2.39764 -9.82825 -6.00794 0.101
O 4.62795 -10.09688 -5.50363 -0.003
C 4.87464 -11.11067 -6.46353 -0.049
H 1.63822 -8.90222 -3.24184 0.098
H 1.56659 -7.79418 -4.61943 0.094
H 2.47833 -7.30903 -3.21447 0.093
H 5.89757 -11.01172 -6.82675 0.096
H 4.18880 -11.02049 -7.30590 0.089
H 4.65610 -12.12516 -6.13018 0.095
C 2.97691 -7.33232 4.75283 -0.098
C 1.89910 -6.45449 4.07575 -0.310
O 0.99960 -6.26522 5.11366 0.139
C 1.68532 -6.35269 6.30296 -0.444
O 1.29205 -6.04547 7.41806 0.155
O 2.98392 -6.78231 6.02271 0.049
F 1.27977 -7.29469 3.20525 0.052
H 3.92593 -7.34432 4.21681 0.141
H 2.64189 -8.36610 4.83745 0.141
H 2.31687 -5.60693 3.53242 0.174
C -1.76829 5.16310 -7.16551 -0.051
C -2.37865 6.52214 -7.07815 -0.326
O -2.10188 6.94016 -5.78086 0.156
C -1.47892 5.98169 -5.07339 -0.539
O -1.28301 6.01648 -3.86038 0.136
O -1.22352 4.95756 -5.85935 0.101
F -3.68381 6.26343 -7.32643 0.068
H -0.99742 5.07165 -7.93068 0.139
H -2.51952 4.41693 -7.42433 0.144
H -1.96576 7.16869 -7.85247 0.172
C -4.98453 3.53565 2.87856 -0.068
C -5.89168 2.94110 3.94767 -0.326
O -5.98233 1.58162 3.55054 0.114
C -4.82463 1.22488 2.89779 -0.474
O -4.27711 0.13737 2.85020 0.156
O -4.29365 2.39753 2.43809 0.054
F -7.15924 3.35474 3.98428 0.092
H -4.35081 4.36140 3.20204 0.141
H -5.60380 3.92014 2.06815 0.141
H -5.48861 2.97040 4.95999 0.171
C 2.23621 1.55501 0.81391 -1.009
Cl 2.22226 -0.16225 0.21036 0.438
Cl 3.54852 2.51707 0.17138 0.524
H 1.26436 1.92707 0.48958 0.022
H 2.24249 1.43513 1.89729 0.025
C -0.53258 0.72540 9.19921 -1.009
Cl -1.62393 2.01030 8.70234 0.490
Cl 0.62240 0.30656 7.88180 0.469
H -0.01569 1.15976 10.05494 0.023
H -1.13905 -0.15121 9.42690 0.027
```

Values from the calculation:
energy: -116337.195 eV
M: 758.256 g mol⁻¹
HOMO-LUMO gap: 10.71 eV
highest occupied orbital energy: -10.61 eV
ΔE to the lowest compared entry with this formula, charge and spin: 3.2352 eV

***

DFT (the ωB97M-V functional and the def2-TZVPD basis) results for C6H14N2 in the gas phase at a distorted geometry.

XYZ file:
```
22
Properties=species:S:1:pos:R:3:nbo_charge:R:1
C 0.60320 -0.41520 0.51207 -0.283
C 0.27657 0.17748 -1.15840 -0.192
C 0.39411 -1.91773 0.57616 -0.606
C -1.01083 -0.31484 -1.79888 -0.625
C 0.46783 1.67742 -1.30568 -0.628
C -0.27997 0.36963 1.33305 0.504
N 0.49948 0.06502 2.81551 -0.918
N -1.42368 0.87153 1.35527 -0.658
H 1.64537 -0.12417 0.64492 0.228
H 1.11088 -0.32491 -1.66008 0.193
H 1.26342 0.72622 2.93094 0.355
H -0.20235 0.23785 3.53364 0.362
H -1.88005 0.96389 0.44941 0.357
H -0.66590 -2.17941 0.61191 0.214
H 0.85797 -2.30397 1.48665 0.238
H 0.83483 -2.40194 -0.29920 0.211
H -1.00719 -0.11503 -2.87889 0.215
H -1.89902 0.18373 -1.40040 0.189
H -1.14196 -1.39400 -1.68516 0.216
H 1.40040 2.00960 -0.83918 0.211
H -0.35675 2.24299 -0.85977 0.204
H 0.51364 1.96582 -2.36387 0.214
```

Values from the calculation:
energy: -9427.677 eV
M: 114.192 g mol⁻¹
HOMO-LUMO gap: 10.29 eV
highest occupied orbital energy: -9.26 eV
ΔE to the lowest compared entry with this formula, charge and spin: 1.8078 eV

***

DFT (the ωB97M-V functional and the def2-TZVPD basis) results for 2 unconnected molecules or ions with the total composition C2H8NOS.

XYZ file:
```
13
Properties=species:S:1:pos:R:3:lowdin_spin:R:1
C 1.30514 -1.17013 0.53166 0.005
N 0.39396 -0.05105 0.29591 0.014
C 0.99341 0.83153 -0.79213 0.021
O 1.21251 0.23250 -1.96042 0.010
H 1.70091 -1.55125 -0.41912 0.000
H 0.78323 -1.97874 1.04898 0.002
H 2.12510 -0.84774 1.18106 0.000
H -0.43466 -0.43284 -0.15335 0.015
H 1.92547 1.21971 -0.29684 0.000
H 0.26905 1.67598 -0.84018 0.009
S -3.18557 0.86272 -0.06920 0.807
H -3.72878 1.53983 0.95487 0.076
H -3.35979 -0.33052 0.51878 0.040
```

Values from the calculation:
2S+1: 2
energy: -16572.382 eV
M: 94.159 g mol⁻¹
HOMO-LUMO gap (spin up / spin down): 3.00 / 6.53 eV
⟨S²⟩: 0.752
highest occupied orbital energy (spin up / spin down): 3.19 / -0.13 eV
net charge: -2
ΔE to the lowest compared entry with this formula, charge and spin: 0.9943 eV

***

DFT (the ωB97M-V functional and the def2-TZVPD basis) results for 7 unconnected molecules or ions with the total composition C8H26O6 at a distorted geometry.

XYZ file:
```
40
Properties=species:S:1:pos:R:3:nbo_charge:R:1
C -2.31475 -2.49252 0.20645 -0.598
C -1.45016 -1.64450 1.16901 -0.469
C -0.17650 -1.01874 0.62140 -0.032
C 0.98518 -1.69342 0.64924 -0.413
C 0.69277 1.25183 -0.08525 -0.139
C -0.28434 0.34151 -0.02194 -0.066
C -1.52877 0.51226 -0.93225 -0.628
C 2.06802 1.38184 0.56583 -0.660
H -3.03892 -3.01883 0.84072 0.219
H -1.71300 -3.10800 -0.46154 0.206
H -2.92428 -1.86280 -0.44580 0.205
H -1.09158 -2.33322 1.97183 0.206
H -2.11506 -0.93301 1.65769 0.220
H 0.91154 -2.62785 1.18861 0.193
H 1.92181 -1.27588 0.29050 0.239
H 0.55452 2.08304 -0.77311 0.208
H -1.73045 1.54704 -1.20320 0.240
H -1.26658 -0.08610 -1.80059 0.195
H -2.36655 0.01197 -0.47263 0.205
H 2.22458 0.57956 1.28899 0.198
H 2.06888 2.41821 0.91484 0.225
H 2.76487 1.18583 -0.25996 0.224
H 0.95146 0.49944 2.69281 0.484
H -0.17189 -0.54121 2.88175 0.486
O 0.27886 0.21109 3.30492 -0.947
H -1.05936 4.37882 0.89858 0.488
H -1.88500 2.91096 0.84662 0.507
O -1.58931 3.71829 0.45602 -0.993
H 0.75325 -0.03863 -3.60354 0.498
H 1.68877 0.87118 -4.28127 0.468
O 1.43981 0.63129 -3.37917 -0.972
H -0.70758 2.48551 2.97328 0.459
H -1.23971 1.15106 3.38807 0.490
O -1.55713 2.05213 3.17573 -0.967
H 0.55256 -2.66826 -3.58393 0.488
H -0.16563 -1.82907 -2.55409 0.483
O 0.21670 -1.77993 -3.43752 -0.955
H 2.81549 -0.36908 -2.04585 0.498
H 4.02914 -0.08209 -1.16935 0.462
O 3.45836 -0.81975 -1.47191 -0.956
```

Values from the calculation:
energy: -21001.234 eV
M: 218.290 g mol⁻¹
HOMO-LUMO gap: 9.12 eV
highest occupied orbital energy: -8.74 eV
ΔE to the lowest compared entry with this formula, charge and spin: 0.5986 eV

***

DFT (the ωB97M-V functional and the def2-TZVPD basis) results for 2 unconnected molecules or ions with the total composition C22H22ClNO2 at a distorted geometry.

XYZ file:
```
48
Properties=species:S:1:pos:R:3:nbo_charge:R:1
Cl -2.57506 -4.52868 -4.07727 0.039
C -2.35133 -3.06529 -3.21161 -0.025
C -3.12782 -2.80178 -2.07437 -0.231
C -2.89257 -1.65620 -1.32695 -0.168
C -1.90165 -0.71772 -1.72009 -0.053
C -1.69654 0.49062 -0.97355 0.170
C -0.78985 1.60147 -1.40570 -0.478
C -1.01712 2.75625 -0.35517 -0.465
C -1.98949 2.14402 0.60373 0.012
C -2.35377 0.86281 0.21916 -0.270
C -1.14947 -0.99821 -2.89335 -0.144
C -1.37689 -2.15116 -3.63418 -0.237
H -3.90246 -3.50670 -1.77567 0.234
H -3.49033 -1.46470 -0.43622 0.222
H 0.26377 1.29440 -1.40163 0.265
H -1.01189 1.95703 -2.42243 0.230
H -0.06797 3.06154 0.11465 0.260
H -1.42501 3.63735 -0.87731 0.232
H -2.36625 2.68147 1.46970 0.223
H -3.05634 0.22105 0.74812 0.236
H -0.38471 -0.28912 -3.21167 0.222
H -0.80077 -2.35647 -4.53368 0.235
C -0.56362 -4.86037 -0.37677 -0.627
C -0.60065 -3.68462 0.55933 -0.071
O 0.23655 -2.66802 -0.05143 -0.531
C 0.30013 -1.53716 0.68337 0.719
C 1.25795 -0.58818 0.10048 -0.172
N 1.68674 0.36652 0.84923 -0.404
C 2.39285 1.41473 0.54653 -0.050
C 2.76804 2.36007 1.56419 0.003
C 3.31457 3.62545 1.24119 -0.243
C 3.58147 4.53950 2.25184 -0.217
C 3.36197 4.18919 3.59312 -0.228
C 2.84096 2.92830 3.92209 -0.214
C 2.52465 2.02272 2.91203 -0.210
O -0.37052 -1.33105 1.68116 -0.653
H -1.33498 -5.58504 -0.11082 0.210
H -0.71722 -4.55488 -1.41480 0.212
H 0.40761 -5.35947 -0.30631 0.212
H -1.62017 -3.29448 0.69691 0.182
H -0.17566 -3.94049 1.54174 0.191
H 1.65119 -0.82965 -0.89771 0.157
H 2.70591 1.61312 -0.49257 0.140
H 3.50512 3.86240 0.19103 0.207
H 3.96180 5.53358 2.00790 0.211
H 3.59112 4.90438 4.38520 0.209
H 2.67410 2.65374 4.96639 0.212
H 2.08361 1.04777 3.13224 0.242
```

Values from the calculation:
energy: -41275.349 eV
M: 367.876 g mol⁻¹
HOMO-LUMO gap: 3.45 eV
highest occupied orbital energy: -5.73 eV
ΔE to the lowest compared entry with this formula, charge and spin: 4.7219 eV

***

Question: Which formula does entry 1 have?
Answer: C34H33N2O14P

***

Question: Number 3 is which compound?
Answer: C6H14N2

***

Question: Which of these has the highest energy?
Answer: C6H14N2

***

Question: What is the formula in the fourth record?
Answer: C2H8NOS